Formula: C17H23N3O4
Source: OMol25
Level of theory: the ωB97M-V functional and the def2-TZVPD basis

Last column: Löwdin charge in e.
Cartesian coordinates (Å):
C (0.41, 7.16, -0.86)  -0.11
C (1.61, 6.63, -1.63)  -0.27
C (1.28, 5.43, -2.53)  -0.22
C (0.76, 4.20, -1.79)  -0.19
H (-0.16, 4.44, -1.26)  0.10
H (0.52, 3.43, -2.53)  0.12
C (1.78, 3.62, -0.82)  -0.18
N (1.34, 2.35, -0.28)  0.06
C (1.96, 1.18, -0.56)  -0.46
O (2.98, 1.11, -1.22)  0.08
C (1.31, -0.03, 0.04)  -0.12
C (-0.06, -0.17, 0.11)  0.04
C (-0.62, -1.33, 0.64)  -0.16
C (0.22, -2.35, 1.12)  -0.06
C (1.60, -2.20, 1.04)  0.02
C (2.14, -1.06, 0.49)  0.00
H (3.21, -0.93, 0.40)  0.12
H (2.22, -3.00, 1.40)  0.12
C (-0.36, -3.56, 1.70)  -0.35
O (0.30, -4.47, 2.17)  0.08
N (-1.75, -3.62, 1.69)  0.08
C (-2.59, -2.63, 1.22)  -0.47
O (-3.80, -2.72, 1.25)  0.09
N (-1.98, -1.50, 0.73)  0.18
H (-2.60, -0.79, 0.38)  0.17
C (-2.39, -4.85, 2.13)  -0.09
C (-2.85, -5.68, 0.92)  -0.20
O (-1.85, -5.94, -0.02)  -0.18
C (-0.87, -6.87, 0.39)  -0.10
H (-0.28, -7.10, -0.49)  0.09
H (-0.21, -6.46, 1.16)  0.07
H (-1.34, -7.79, 0.76)  0.09
H (-3.62, -5.13, 0.38)  0.12
H (-3.28, -6.62, 1.30)  0.13
H (-1.66, -5.39, 2.73)  0.12
H (-3.26, -4.59, 2.73)  0.13
H (-0.72, 0.59, -0.28)  0.12
H (0.51, 2.35, 0.29)  0.13
H (1.96, 4.31, 0.01)  0.12
H (2.73, 3.42, -1.33)  0.13
H (0.52, 5.74, -3.26)  0.11
H (2.18, 5.15, -3.09)  0.11
H (2.00, 7.43, -2.27)  0.10
H (2.40, 6.36, -0.94)  0.10
H (0.06, 6.44, -0.13)  0.06
H (0.67, 8.07, -0.34)  0.07
H (-0.41, 7.38, -1.55)  0.07

## Properties
HOMO, eV: -9.06
SMILES string: CCCCCNC(=O)c1ccc2c(=O)n(CCOC)c(=O)[nH]c2c1
Electronic energy, eV: -30664.65803
Relative energy (zero: lowest compared OMol25 entry of this formula, charge and spin), kcal per mole: 2.02

***

Formula: C23H48BIN3O4
Source: OMol25
Level of theory: the ωB97M-V functional and the def2-TZVPD basis

Last column: Löwdin charge in e.
Cartesian coordinates (Å):
C (3.33, 4.27, -0.96)  0.02
C (3.13, 2.95, -0.97)  -0.17
C (3.63, 2.02, -2.02)  -0.12
C (2.62, 1.82, -3.19)  -0.38
C (3.39, 1.35, -4.44)  -0.12
C (3.71, 2.44, -5.39)  -0.24
N (4.89, 2.53, -5.88)  0.08
O (2.16, 3.11, -3.49)  -0.03
B (0.69, 3.12, -3.49)  -0.72
C (0.01, 4.54, -3.13)  -0.13
O (-1.40, 4.52, -3.41)  -0.21
C (-1.71, 5.04, -4.67)  -0.15
O (0.36, 2.00, -2.57)  -0.01
C (1.34, 1.02, -2.72)  -0.27
C (0.90, -0.23, -3.49)  -0.12
C (-0.09, 0.04, -4.61)  -0.76
O (-1.27, 0.13, -4.43)  0.01
I (0.65, 0.24, -6.66)  0.77
H (4.14, 4.73, -1.49)  0.06
H (2.64, 4.93, -0.46)  0.05
H (2.53, 2.51, -0.19)  0.08
H (3.77, 1.04, -1.54)  0.11
H (4.60, 2.33, -2.40)  0.12
H (2.89, 0.56, -5.00)  0.03
H (4.35, 0.94, -4.14)  0.11
H (2.96, 3.15, -5.70)  0.12
H (4.93, 3.32, -6.52)  0.03
H (0.28, 2.77, -4.62)  0.11
H (0.53, 5.32, -3.69)  0.10
H (0.13, 4.79, -2.07)  0.10
H (-2.77, 5.26, -4.67)  0.07
H (-1.13, 5.94, -4.87)  0.08
H (-1.54, 4.30, -5.46)  0.08
H (1.48, 0.67, -1.69)  0.13
H (1.73, -0.84, -3.84)  0.10
H (0.33, -0.85, -2.80)  0.11
C (-0.47, 1.00, 4.84)  -0.09
C (-0.98, 1.00, 3.40)  -0.28
N (0.04, 1.31, 2.42)  -0.19
C (-0.50, 1.55, 1.09)  -0.23
C (-1.19, 0.40, 0.37)  -0.08
C (1.23, 0.49, 2.48)  -0.24
C (1.06, -1.03, 2.30)  -0.08
H (-0.02, 1.95, 5.09)  0.08
H (-1.31, 0.82, 5.52)  0.07
H (0.26, 0.21, 5.01)  0.06
H (-1.76, 1.76, 3.33)  0.12
H (-1.47, 0.03, 3.21)  0.09
H (0.30, 1.94, 0.45)  0.10
H (-1.22, 2.38, 1.17)  0.11
H (-0.48, -0.32, -0.03)  0.05
H (-1.75, 0.79, -0.49)  0.08
H (-1.90, -0.13, 1.01)  0.06
H (1.72, 0.66, 3.44)  0.10
H (1.94, 0.86, 1.73)  0.11
H (0.20, -1.42, 2.85)  0.05
H (1.95, -1.55, 2.66)  0.07
H (0.94, -1.30, 1.25)  0.06
C (-2.44, -6.80, 4.66)  -0.09
C (-2.06, -6.00, 3.43)  -0.28
N (-3.10, -5.09, 2.98)  -0.20
C (-2.84, -4.52, 1.67)  -0.25
C (-1.63, -3.59, 1.52)  -0.09
C (-3.60, -4.17, 3.99)  -0.25
C (-2.59, -3.20, 4.64)  -0.08
H (-3.36, -7.36, 4.50)  0.08
H (-1.64, -7.51, 4.90)  0.07
H (-2.57, -6.16, 5.54)  0.06
H (-1.87, -6.71, 2.62)  0.12
H (-1.11, -5.48, 3.62)  0.10
H (-3.74, -3.98, 1.34)  0.11
H (-2.73, -5.35, 0.97)  0.11
H (-1.82, -2.61, 1.95)  0.04
H (-1.42, -3.44, 0.46)  0.08
H (-0.73, -4.01, 1.98)  0.07
H (-4.07, -4.75, 4.78)  0.10
H (-4.41, -3.59, 3.55)  0.11
H (-1.65, -3.70, 4.90)  0.07
H (-3.01, -2.81, 5.57)  0.07
H (-2.36, -2.35, 4.00)  0.04

## Properties
HOMO, eV: -4.31
Electronic energy, eV: -46067.07613
Net charge: -1

***

Formula: C28H26BrCl5N2OP2Ti
Source: OMol25
Level of theory: the ωB97M-V functional and the def2-TZVPD basis

Last column: Löwdin charge in e.
Cartesian coordinates (Å):
Ti (-0.14, 0.15, -0.12)  0.81
Br (2.43, 4.60, 5.24)  0.84
C (1.67, 3.72, 3.78)  -0.68
C (1.34, 4.44, 2.63)  -0.07
C (0.78, 3.81, 1.54)  0.01
C (0.56, 2.44, 1.58)  -0.28
O (0.01, 1.81, 0.51)  -0.22
C (0.85, 1.71, 2.73)  -0.16
C (0.43, 0.34, 2.86)  -0.02
N (-0.05, -0.36, 1.89)  -0.02
C (-0.81, -1.54, 2.15)  -0.20
C (-0.55, -2.52, 3.06)  0.03
C (-1.53, -3.52, 3.29)  -0.02
C (-2.74, -3.47, 2.67)  0.02
C (-3.02, -2.44, 1.73)  -0.13
C (-4.27, -2.26, 1.10)  0.05
C (-4.45, -1.20, 0.26)  0.00
C (-3.37, -0.36, -0.02)  -0.11
N (-2.17, -0.51, 0.50)  0.01
C (-2.01, -1.52, 1.43)  -0.18
C (1.41, 2.37, 3.84)  -0.05
H (1.52, 5.51, 2.60)  0.12
H (0.51, 4.37, 0.65)  0.13
H (0.43, -0.09, 3.86)  0.16
H (0.39, -2.54, 3.61)  0.13
H (-1.32, -4.31, 4.00)  0.13
H (-3.50, -4.21, 2.89)  0.13
H (-5.08, -2.95, 1.31)  0.14
H (-5.41, -1.01, -0.21)  0.13
H (-3.50, 0.46, -0.71)  0.07
H (1.62, 1.81, 4.74)  0.13
C (-2.70, 2.25, -2.21)  -0.23
P (-1.41, 0.97, -2.35)  0.84
C (-2.15, -0.25, -3.48)  -0.26
C (-0.19, 1.81, -3.42)  -0.39
C (1.13, 1.06, -3.47)  -0.38
P (1.84, 0.90, -1.79)  0.87
C (3.34, -0.06, -2.14)  -0.22
C (2.44, 2.57, -1.42)  -0.22
H (-2.65, 2.88, -3.10)  0.06
H (-2.56, 2.88, -1.33)  0.06
H (-3.70, 1.81, -2.18)  0.05
H (-2.63, 0.29, -4.30)  0.07
H (-2.90, -0.85, -2.96)  0.04
H (-1.40, -0.92, -3.88)  0.04
H (-0.05, 2.82, -3.03)  0.09
H (-0.63, 1.92, -4.41)  0.10
H (1.86, 1.56, -4.10)  0.10
H (1.00, 0.05, -3.87)  0.09
H (3.78, 0.34, -3.05)  0.07
H (3.09, -1.11, -2.30)  0.06
H (4.06, 0.02, -1.33)  0.04
H (3.12, 2.88, -2.22)  0.07
H (2.98, 2.57, -0.48)  0.05
H (1.61, 3.27, -1.35)  0.04
Cl (-0.86, -2.50, -1.48)  0.78
C (0.70, -2.63, -0.69)  -0.65
C (1.20, -1.47, -0.12)  -0.36
C (2.45, -1.59, 0.49)  -0.69
Cl (3.15, -0.19, 1.26)  0.78
C (3.17, -2.77, 0.50)  -0.70
Cl (4.71, -2.84, 1.23)  0.75
C (2.63, -3.91, -0.11)  -0.69
Cl (3.50, -5.38, -0.11)  0.76
C (1.38, -3.84, -0.71)  -0.70
Cl (0.67, -5.20, -1.46)  0.75

## Properties
HOMO, eV: -13.79
Electronic energy, eV: -208823.11006
Net charge: +2
Relative energy (zero: lowest compared OMol25 entry of this formula, charge and spin), kcal per mole: 6.47

***

Formula: H25O13
Source: OMol25
Level of theory: the ωB97M-V functional and the def2-TZVPD basis

Last column: Löwdin charge in e.
Cartesian coordinates (Å):
O (1.59, -3.10, -1.75)  -0.13
H (2.90, 0.53, 0.91)  0.02
H (0.60, -1.61, 2.62)  0.00
O (-3.88, -0.41, 1.22)  -0.05
H (-3.60, 0.27, 0.58)  0.07
H (3.09, 1.10, 2.37)  0.04
O (1.36, -0.57, -1.53)  -0.37
H (2.15, -0.05, -1.35)  0.01
O (3.05, 2.48, -0.02)  -0.08
H (2.94, 3.44, 0.02)  0.04
H (3.84, 2.40, 0.53)  0.05
O (-3.19, 1.43, -2.41)  -0.11
H (1.89, -3.33, -2.64)  0.02
H (-2.43, 1.80, -1.85)  0.05
O (-2.73, 1.11, 3.18)  -0.08
H (-2.89, 0.52, 2.42)  -0.02
H (-2.23, 0.79, 3.93)  0.02
O (3.48, 0.55, 1.68)  -0.06
H (-2.14, -3.95, -0.14)  0.04
H (1.37, 0.14, -3.00)  -0.03
O (0.50, -1.92, 3.54)  -0.08
H (-2.96, 0.51, -2.24)  -0.01
H (0.81, 3.30, 1.65)  0.04
O (1.47, 0.48, -3.95)  -0.13
H (-3.04, -0.88, 1.01)  0.03
H (-1.24, 0.09, -1.99)  0.03
O (-0.01, -1.40, 0.50)  -0.10
H (0.03, -2.29, 0.13)  0.02
H (0.61, -0.86, -0.07)  0.01
O (1.07, 3.81, 0.88)  -0.07
H (1.19, 3.21, 0.13)  0.03
H (0.53, 0.65, -4.10)  0.01
O (-0.78, 0.90, -1.73)  -0.12
H (-2.01, -2.57, 0.68)  -0.01
H (-0.33, -1.49, 3.75)  0.02
O (-2.43, -3.43, 0.61)  -0.05
H (0.13, 0.51, -1.93)  0.00
H (1.29, -2.15, -1.65)  -0.03

## Properties
HOMO, eV: -6.71
Electronic energy, eV: -27024.50317
Net charge: -1
Relative energy (zero: lowest compared OMol25 entry of this formula, charge and spin), kcal per mole: 66.23

***

Formula: C42H53AsBrF6N4O7PS2Si3Sr
Source: OMol25
Level of theory: the ωB97M-V functional and the def2-TZVPD basis

Last column: Löwdin charge in e.
Cartesian coordinates (Å):
Sr (-0.07, 0.58, 0.35)  1.57
O (-2.28, -2.16, 0.20)  0.10
C (-2.36, -1.27, -0.62)  -0.61
O (-2.50, 0.00, -0.23)  -0.44
C (-2.20, -1.53, -2.08)  -0.25
C (-2.08, -2.88, -2.51)  0.01
C (-1.83, -3.10, -3.83)  0.00
C (-1.67, -2.01, -4.71)  -0.15
C (-1.33, -2.15, -6.08)  -0.03
C (-1.15, -1.04, -6.86)  -0.08
C (-1.31, 0.25, -6.32)  -0.06
C (-1.64, 0.42, -5.01)  -0.01
C (-1.83, -0.71, -4.18)  -0.22
N (-2.11, -0.50, -2.87)  0.15
H (-2.17, -3.67, -1.79)  0.12
H (-1.72, -4.11, -4.21)  0.12
H (-1.20, -3.14, -6.48)  0.11
H (-0.88, -1.16, -7.90)  0.10
H (-1.15, 1.12, -6.95)  0.10
H (-1.74, 1.40, -4.56)  0.09
C (0.01, -5.16, 0.33)  -0.08
C (1.11, -4.34, -0.25)  -0.66
N (1.83, -3.54, 0.46)  0.12
C (2.74, -2.88, -0.33)  -0.34
C (2.71, -3.20, -1.65)  -0.36
S (1.50, -4.36, -1.92)  1.04
C (3.64, -1.90, 0.29)  -0.34
C (4.85, -1.51, -0.20)  -0.35
S (5.52, -0.33, 0.84)  1.05
C (4.16, -0.47, 1.87)  -0.65
N (3.26, -1.31, 1.45)  0.12
C (4.03, 0.30, 3.13)  -0.07
H (-0.80, -4.52, 0.65)  0.07
H (0.39, -5.69, 1.21)  0.08
H (-0.37, -5.89, -0.38)  0.06
H (3.26, -2.75, -2.45)  0.07
H (5.35, -1.85, -1.09)  0.07
H (4.48, -0.25, 3.96)  0.08
H (2.97, 0.44, 3.36)  0.07
H (4.49, 1.28, 3.05)  0.06
Br (-1.53, 4.24, -0.98)  0.84
C (-0.25, 3.34, -2.07)  -0.72
C (0.47, 4.10, -2.98)  -0.10
C (1.41, 3.42, -3.74)  -0.04
C (1.56, 2.05, -3.56)  0.00
C (0.78, 1.40, -2.62)  -0.18
N (-0.14, 2.06, -1.88)  0.03
C (0.98, -0.14, -2.47)  -0.63
O (1.57, -0.67, -3.40)  0.02
O (0.50, -0.69, -1.44)  -0.21
H (0.32, 5.16, -3.06)  0.10
H (2.02, 3.95, -4.46)  0.11
H (2.27, 1.46, -4.12)  0.12
C (1.82, -2.70, 6.29)  -0.10
O (1.38, -1.44, 6.73)  -0.09
C (0.82, -0.62, 5.78)  -0.28
C (0.42, 0.65, 6.26)  -0.03
C (-0.10, 1.54, 5.37)  -0.04
C (-0.29, 1.25, 4.00)  -0.10
C (-0.78, 2.29, 3.13)  -0.39
C (-1.06, 3.67, 3.68)  -0.01
O (-1.01, 2.13, 1.92)  -0.16
C (0.07, -0.06, 3.53)  -0.37
O (-0.09, -0.45, 2.34)  -0.25
C (0.66, -0.97, 4.47)  0.04
H (2.25, -3.19, 7.17)  0.09
H (2.58, -2.61, 5.51)  0.09
H (0.99, -3.30, 5.91)  0.09
H (0.56, 0.89, 7.30)  0.10
H (-0.38, 2.52, 5.74)  0.10
H (-0.21, 4.07, 4.22)  0.09
H (-1.91, 3.66, 4.37)  0.09
H (-1.29, 4.33, 2.84)  0.08
H (0.96, -1.92, 4.06)  0.11
F (1.98, 1.76, 0.42)  -0.31
P (2.65, 3.27, 0.82)  0.20
F (4.08, 2.54, 0.98)  -0.16
F (1.17, 3.90, 0.64)  -0.18
F (2.93, 3.50, -0.75)  -0.14
F (3.27, 4.70, 1.19)  -0.13
F (2.32, 2.95, 2.37)  -0.14
C (-7.16, 0.37, -1.94)  -0.23
Si (-5.45, -0.43, -1.89)  0.36
C (-5.12, -1.05, -3.63)  -0.20
C (-5.53, -1.88, -0.70)  -0.18
As (-3.81, 1.20, -1.19)  1.03
Si (-5.10, 3.41, -2.58)  0.52
C (-4.94, 5.12, -1.82)  -0.23
C (-3.85, 3.20, -3.97)  -0.25
C (-6.81, 3.25, -3.34)  -0.23
Si (-4.72, 1.63, 1.02)  0.37
C (-4.23, 3.39, 1.45)  -0.21
C (-4.00, 0.44, 2.26)  -0.18
C (-6.59, 1.52, 1.14)  -0.22
H (-7.85, -0.30, -1.41)  0.04
H (-7.49, 0.44, -2.97)  0.02
H (-7.26, 1.35, -1.49)  -0.02
H (-4.39, -1.85, -3.67)  0.02
H (-4.77, -0.26, -4.30)  0.02
H (-6.07, -1.43, -4.00)  0.03
H (-6.11, -2.66, -1.21)  0.04
H (-6.05, -1.61, 0.21)  0.02
H (-4.58, -2.31, -0.41)  0.02
H (-3.91, 5.44, -1.77)  -0.03
H (-5.37, 5.21, -0.83)  0.01
H (-5.48, 5.80, -2.49)  0.03
H (-2.84, 3.36, -3.62)  -0.01
H (-4.08, 3.92, -4.76)  0.03
H (-3.90, 2.20, -4.39)  0.01
H (-7.63, 3.35, -2.62)  0.03
H (-6.95, 2.32, -3.87)  0.01
H (-6.88, 4.07, -4.05)  0.03
H (-3.16, 3.44, 1.64)  -0.01
H (-4.77, 3.70, 2.34)  0.04
H (-4.46, 4.09, 0.65)  -0.02
H (-2.92, 0.33, 2.20)  0.01
H (-4.43, -0.56, 2.13)  0.03
H (-4.27, 0.80, 3.25)  0.04
H (-7.11, 2.31, 0.61)  0.02
H (-6.81, 1.65, 2.20)  0.03
H (-7.01, 0.57, 0.82)  0.00

## Properties
HOMO (alpha / beta), eV: -4.98 / -4.98
Multiplicity: 2
Electronic energy, eV: -267337.77776
Net charge: -1

***

Formula: C9H27ClIOP2ReS
Source: OMol25
Level of theory: the ωB97M-V functional and the def2-TZVPD basis

Last column: Löwdin charge in e.
Cartesian coordinates (Å):
C (0.49, -0.97, -0.36)  -0.38
I (-0.32, 1.38, 1.10)  0.94
H (0.55, -1.80, -1.16)  0.07
H (0.56, -1.70, 0.45)  0.01
H (1.33, -0.53, -0.88)  0.00
Re (-1.66, -0.33, -1.22)  0.68
P (-1.94, -1.22, 0.83)  0.52
C (-1.12, -1.22, 2.51)  -0.31
C (-3.66, -0.89, 1.32)  -0.20
H (-4.02, -1.70, 1.99)  0.09
H (-2.44, -3.51, 1.56)  0.09
H (-4.28, -0.83, 0.42)  0.06
H (-2.32, -3.39, -0.23)  0.05
H (-1.06, -0.18, 2.91)  -0.04
H (-3.69, 0.07, 1.85)  0.07
C (-1.88, -3.07, 0.72)  -0.20
H (-1.72, -1.83, 3.22)  0.09
H (-0.85, -3.42, 0.76)  0.07
H (-0.09, -1.62, 2.43)  0.04
P (-0.30, 1.19, -2.22)  0.58
C (1.18, 2.24, -1.85)  -0.26
C (0.48, 0.40, -3.71)  -0.20
H (-2.33, 2.01, -3.22)  0.06
H (-0.87, 2.92, -3.81)  0.09
H (-1.54, 3.23, -2.18)  0.08
C (-1.37, 2.47, -2.94)  -0.21
H (-0.23, -0.29, -4.17)  0.04
H (0.77, 1.19, -4.43)  0.09
H (1.36, 2.90, -2.72)  0.09
H (2.07, 1.61, -1.68)  0.06
H (1.39, -0.15, -3.41)  0.07
H (1.00, 2.85, -0.95)  0.00
Cl (-2.79, -1.39, -2.74)  0.25
C (3.02, 2.10, 1.75)  -0.22
S (3.47, 0.40, 1.54)  1.13
C (3.10, -0.82, 2.94)  -0.10
O (2.29, -0.19, 0.74)  -0.56
H (3.39, 2.46, 2.71)  0.10
H (1.92, 2.05, 1.79)  -0.09
H (3.28, 2.71, 0.86)  0.10
H (2.16, -0.35, 3.31)  0.07
H (2.85, -1.80, 2.44)  0.09
H (3.85, -0.98, 3.74)  0.10

## Properties
HOMO (alpha / beta), eV: -18.85 / -18.81
Multiplicity: 4
Electronic energy, eV: -63949.32195
Net charge: +3
Relative energy (zero: lowest compared OMol25 entry of this formula, charge and spin), kcal per mole: 19.25

***

Formula: CCl3F
Source: OMol25
Level of theory: the ωB97M-V functional and the def2-TZVPD basis

Last column: Löwdin charge in e.
Cartesian coordinates (Å):
C (-0.02, -0.16, 0.13)  -1.72
F (0.33, -1.04, 1.11)  -0.15
Cl (1.57, 0.24, -0.57)  0.58
Cl (-0.82, 1.10, 1.09)  0.62
Cl (-0.93, -0.74, -1.15)  0.68

## Properties
HOMO, eV: -11.39
Electronic energy, eV: -41321.16653
Relative energy (zero: lowest compared OMol25 entry of this formula, charge and spin), kcal per mole: 7.83

***

Formula: C3H11NO4
Source: OMol25
Level of theory: the ωB97M-V functional and the def2-TZVPD basis

Last column: Löwdin charge in e.
Cartesian coordinates (Å):
O (0.37, -0.78, -2.67)  0.03
C (-0.50, -0.47, -1.88)  -0.23
C (-0.41, -0.97, -0.46)  -0.20
N (-0.61, 0.05, 0.55)  -0.06
C (-0.46, -0.46, 1.89)  -0.30
O (0.74, -1.18, 2.10)  -0.06
H (-1.20, 0.25, -2.30)  0.11
H (0.51, -1.54, -0.31)  0.11
H (-1.17, -1.74, -0.34)  0.13
H (0.16, 0.71, 0.44)  0.09
H (-0.61, 0.29, 2.67)  0.12
H (-1.26, -1.18, 2.05)  0.12
H (1.48, -0.60, 1.85)  0.06
H (2.48, 0.94, -0.39)  0.05
H (2.32, -0.55, -0.57)  0.05
O (2.50, 0.12, 0.10)  -0.03
H (-2.08, 2.23, -1.24)  0.01
H (-1.09, 2.52, -0.28)  0.04
O (-1.17, 2.34, -1.22)  -0.04

## Properties
HOMO, eV: -9.79
SMILES string: O=CCNCO.O.O
Electronic energy, eV: -12968.34747
Relative energy (zero: lowest compared OMol25 entry of this formula, charge and spin), kcal per mole: 62.55